Entry 1:
Below is a cluster of 14 separate species, C42H112O14 in total, with properties calculated with ωB97M-V/def2-TZVPD.

Its HOMO energy is -9.47 eV. Its spin multiplicity is 1. Its frontier orbital gap is 9.868 eV.

Last column: Löwdin charge in e.
CARTESIAN COORDINATES (ANGSTROEM)
O  -2.737  4.424  -1.621  -0.06
O  3.990  -3.440  -3.731  -0.04
O  3.062  2.857  0.461  -0.06
O  2.056  -5.621  1.493  -0.04
O  -2.803  5.082  1.101  -0.06
O  -5.104  2.593  -1.694  -0.06
O  -4.329  0.278  5.076  -0.04
O  1.380  3.576  3.993  -0.03
O  1.642  0.690  -0.515  -0.08
O  1.338  0.672  -7.341  -0.04
O  3.382  -1.949  3.275  -0.05
O  -4.631  -1.449  3.030  -0.05
O  -3.771  -2.628  -2.642  -0.06
O  3.224  -1.483  0.540  -0.07
C  -2.591  4.929  3.514  -0.04
C  -1.531  -3.695  -2.966  -0.05
C  -5.146  -1.604  0.670  -0.04
C  -3.669  1.038  -2.883  -0.04
C  1.603  2.200  4.006  -0.52
C  0.514  -3.981  0.728  -0.06
C  4.925  3.546  -0.917  -0.06
C  -1.444  3.279  1.919  -0.04
C  0.305  1.303  -6.638  -0.48
C  -2.774  -3.502  -2.086  -0.45
C  2.714  3.142  -1.993  -0.06
C  0.812  -5.448  0.847  -0.50
C  -1.953  4.684  2.124  -0.49
C  0.321  1.001  -5.145  -0.05
C  4.541  -1.288  0.080  -0.50
C  -4.130  -1.745  1.761  -0.51
C  -3.364  -3.056  1.730  -0.03
C  3.400  3.583  -0.677  -0.48
C  5.273  -2.601  -0.036  -0.05
C  -1.429  4.384  -2.072  -0.52
C  1.746  -2.715  -4.149  -0.06
C  0.203  2.829  -6.900  -0.05
C  -3.415  -4.846  -1.612  -0.03
C  -3.522  1.311  -0.434  -0.06
C  0.271  0.477  -0.378  -0.44
C  -1.407  4.549  -3.571  -0.06
C  -0.553  5.444  -1.424  -0.03
C  3.611  -2.301  -5.862  -0.04
C  -4.481  1.337  -1.613  -0.48
C  5.339  -0.296  0.907  -0.05
C  -0.156  -0.569  -1.431  -0.02
C  -2.023  0.511  4.350  -0.04
C  2.794  -3.187  3.487  -0.48
C  3.219  -2.464  -4.388  -0.49
C  3.663  -4.133  4.317  -0.04
C  1.481  1.722  5.445  -0.05
C  1.356  -3.103  4.114  -0.03
C  2.956  1.812  3.461  -0.04
C  -0.319  -6.218  1.499  -0.04
C  -0.162  0.016  1.028  -0.02
C  -3.343  1.207  4.747  -0.51
C  -3.156  2.108  5.938  -0.06
H  -0.673  3.203  -6.390  0.06
H  -0.536  5.504  -0.326  0.07
H  -1.156  -2.762  -3.329  0.05
H  1.854  3.934  3.242  0.09
H  1.527  -2.741  -3.076  0.07
H  -0.582  0.830  -7.041  0.13
H  5.454  -3.038  0.932  0.07
H  -0.723  3.162  1.117  0.07
H  -3.616  -5.500  -2.453  0.08
H  -0.097  1.497  -0.612  0.13
H  2.731  -5.229  0.947  0.08
H  -2.385  2.842  5.755  0.06
H  3.113  -5.051  4.550  0.09
H  0.281  -0.333  -2.399  0.06
H  -5.565  -0.594  0.588  0.08
H  0.867  -5.891  -0.155  0.14
H  -2.804  1.435  6.709  0.08
H  -4.463  -0.346  4.354  0.03
H  -4.045  1.556  0.486  0.08
H  -1.772  5.492  -3.908  0.08
H  0.881  -4.059  3.935  0.06
H  1.083  -1.966  -4.552  0.05
H  2.606  -3.671  2.539  0.09
H  2.175  1.004  -7.048  0.08
H  3.736  1.901  4.233  0.10
H  -5.357  0.671  -1.530  0.14
H  6.271  -2.358  -0.431  0.09
H  0.133  3.118  -7.944  0.07
H  -2.684  1.976  -0.662  0.07
H  4.792  0.631  1.075  0.06
H  0.187  -0.028  -4.797  0.05
H  -2.810  -3.236  2.682  0.10
H  4.668  -2.156  -5.906  0.07
H  3.503  -1.514  -3.958  0.13
H  -4.004  2.671  6.288  0.08
H  -1.823  4.765  4.290  0.08
H  3.232  -1.320  3.984  0.10
H  1.755  0.642  5.493  0.09
H  1.258  1.297  -4.623  0.09
H  5.379  3.910  0.012  0.08
H  -3.714  4.808  1.278  0.12
H  4.588  -4.393  3.838  0.07
H  -1.213  -0.572  -1.706  0.06
H  0.774  1.690  3.486  0.09
H  2.108  -0.152  -0.603  0.08
H  -2.425  -3.022  -1.198  0.08
H  -4.032  -3.918  1.467  0.09
H  0.721  -2.330  3.599  0.08
H  3.274  -1.517  1.513  0.05
H  -0.425  -3.889  0.199  0.06
H  -0.715  -4.202  -2.441  0.07
H  -1.971  3.762  -4.083  0.07
H  2.863  2.080  -2.243  0.07
H  4.003  -3.688  5.256  0.08
H  3.070  -1.492  -6.286  0.06
H  1.403  -3.667  -4.559  0.09
H  -2.817  4.822  -0.733  0.07
H  1.479  -2.875  5.159  0.07
H  -5.436  -1.951  3.202  0.12
H  -5.873  -2.416  0.555  0.09
H  -1.212  -6.055  0.880  0.07
H  -0.622  -5.859  2.477  0.08
H  3.168  4.650  -0.500  0.13
H  -3.130  0.289  -0.392  0.06
H  -1.641  -4.365  -3.817  0.08
H  0.121  -1.601  -1.149  0.07
H  0.324  -3.621  1.738  0.06
H  0.261  0.594  1.859  0.06
H  -2.806  1.700  -3.032  0.07
H  2.908  0.780  3.165  0.06
H  -4.280  -4.758  -0.997  0.06
H  3.235  2.391  2.566  0.06
H  -0.907  6.420  -1.714  0.08
H  -0.455  1.657  -4.734  0.06
H  -2.103  -0.024  3.389  0.06
H  -1.735  -0.223  5.083  0.08
H  -2.273  2.552  1.789  0.08
H  -2.626  -2.987  0.925  0.05
H  -4.550  -1.701  -0.253  0.07
H  -4.364  -3.105  -3.243  0.10
H  3.104  3.732  -2.816  0.07
H  -3.376  -0.971  1.607  0.11
H  -3.479  4.331  3.733  0.07
H  4.790  -3.293  -0.716  0.07
H  -3.309  0.023  -2.815  0.05
H  2.118  2.290  6.119  0.08
H  3.919  -4.318  -4.115  0.09
H  -0.394  4.460  -3.922  0.07
H  3.397  -3.164  -6.468  0.08
H  5.646  -0.628  1.908  0.08
H  -0.941  3.037  2.883  0.07
H  -2.926  5.968  3.657  0.08
H  2.523  2.098  0.236  0.04
H  -1.273  1.304  4.236  0.05
H  -1.044  3.353  -1.983  0.12
H  0.484  1.771  5.867  0.06
H  1.632  3.252  -2.020  0.05
H  -4.302  1.127  -3.741  0.07
H  -2.641  -5.312  -1.024  0.06
H  -1.117  5.406  2.089  0.14
H  0.475  5.319  -1.811  0.08
H  -3.601  1.848  3.846  0.13
H  6.250  -0.047  0.329  0.09
H  -1.243  0.153  1.165  0.05
H  5.275  2.554  -1.175  0.07
H  4.476  -0.884  -0.931  0.13
H  1.268  -3.359  0.263  0.07
H  0.062  -1.045  1.269  0.08
H  -0.134  -7.309  1.465  0.09
H  -4.425  3.290  -1.653  0.06
H  5.206  4.261  -1.730  0.09
H  1.030  3.428  -6.492  0.08



Entry 2:
Below is a structure of composition C43H55N3O8SSeW, with properties calculated with ωB97M-V/def2-TZVPD.

Its total charge is +2. Its HOMO energy is -13.94 eV. Its spin multiplicity is 1. Its frontier orbital gap is 6.242 eV.

Last column: Löwdin charge in e.
CARTESIAN COORDINATES (ANGSTROEM)
W  0.261  1.529  0.347  1.89
Se  -1.449  -0.447  0.271  1.35
S  2.990  0.151  0.898  0.74
O  -2.893  6.493  0.204  0.19
O  1.871  -0.653  0.408  -0.29
O  -0.028  1.039  2.101  -0.30
O  -2.563  2.057  -1.484  0.12
O  3.557  -0.173  2.153  -0.20
O  1.826  3.067  -0.820  0.05
O  0.385  0.882  -1.361  -0.28
O  0.367  3.542  1.437  0.01
N  -1.078  2.953  -0.048  0.02
N  2.258  1.654  0.813  -0.17
N  -1.280  5.084  0.908  0.27
C  -0.013  -1.757  4.435  0.07
C  0.552  0.689  4.984  -0.52
C  -0.564  -4.211  4.187  -0.55
C  3.974  1.864  -0.782  -0.14
C  1.238  0.019  -5.690  -0.05
C  -1.990  5.194  -2.869  -0.05
C  5.341  -0.144  -0.662  0.00
C  -0.708  -1.202  -1.316  -0.36
C  0.124  -0.432  4.031  -0.06
C  -3.287  4.836  -2.149  -0.15
C  -1.521  -4.209  5.391  -0.03
C  0.411  -0.532  -3.354  -0.05
C  0.836  -4.653  4.638  -0.03
C  -4.415  3.919  -0.069  -0.14
C  -2.255  3.011  -0.824  -0.41
C  -0.655  3.923  0.812  -0.49
C  -0.718  -1.197  1.885  -0.36
C  4.832  2.449  -1.695  0.03
C  -0.479  -2.796  3.622  -0.12
C  0.051  -0.279  -2.030  -0.28
C  -0.528  -4.281  -5.137  -0.05
C  2.676  2.339  -0.293  -0.47
C  -2.440  5.395  0.127  -0.35
C  1.851  1.353  4.505  -0.03
C  6.203  0.453  -1.577  -0.01
C  5.956  1.729  -2.079  -0.01
C  -0.576  1.732  5.050  -0.02
C  1.130  0.493  -4.238  -0.52
C  -1.092  -2.411  -1.841  -0.02
C  4.233  0.582  -0.286  -0.20
C  -1.081  -5.212  3.153  -0.06
C  0.352  1.820  -4.236  -0.02
C  -4.296  3.339  1.336  -0.06
C  0.045  -1.787  -3.844  0.08
C  -0.879  -2.491  2.325  -0.01
C  -0.205  -0.195  2.697  -0.30
C  0.791  0.153  6.399  -0.05
C  2.545  0.712  -3.699  -0.02
C  -3.058  4.290  -0.725  -0.30
C  -0.673  -2.743  -3.127  -0.12
C  -2.585  -4.220  -3.738  -0.03
C  -1.053  -4.099  -3.713  -0.55
C  -0.460  -5.205  -2.826  -0.03
H  -3.855  4.051  2.037  0.09
H  -1.427  5.961  -2.334  0.09
H  -0.109  -0.300  6.818  0.10
H  -3.017  -4.175  -2.737  0.08
H  -1.168  -3.559  6.191  0.08
H  2.513  1.059  -2.670  0.05
H  -4.898  3.205  -0.736  0.13
H  -0.834  -5.149  -1.802  0.08
H  -1.300  -3.244  1.674  0.11
H  -3.829  4.070  -2.704  0.13
H  -1.511  1.272  5.378  0.10
H  -1.717  -3.082  -1.267  0.12
H  -3.700  2.421  1.347  0.07
H  -0.689  1.657  -4.524  0.10
H  0.562  -4.227  -5.181  0.09
H  0.800  2.501  -4.960  0.10
H  1.074  0.983  7.046  0.10
H  5.536  -1.130  -0.262  0.14
H  -5.017  4.828  -0.054  0.14
H  0.255  -0.147  -6.135  0.10
H  0.783  -5.662  5.049  0.10
H  -2.208  5.587  -3.860  0.09
H  -2.098  -4.975  2.831  0.09
H  0.252  -1.999  5.453  0.11
H  -2.869  -5.177  -4.176  0.10
H  -0.948  -3.543  -5.823  0.09
H  -1.104  -6.206  3.597  0.10
H  3.060  1.465  -4.298  0.10
H  4.632  3.437  -2.086  0.14
H  -0.820  -5.267  -5.500  0.10
H  -3.935  5.708  -2.060  0.13
H  -2.519  -3.880  5.096  0.10
H  0.629  -5.141  -2.797  0.10
H  2.144  2.120  5.222  0.10
H  1.604  -0.574  6.426  0.10
H  2.658  0.624  4.437  0.08
H  -0.741  2.213  4.086  0.07
H  1.739  0.790  -6.276  0.10
H  0.324  -2.024  -4.857  0.09
H  6.654  2.167  -2.780  0.13
H  1.532  -4.662  3.798  0.09
H  1.827  -0.894  -5.782  0.09
H  -5.282  3.083  1.717  0.09
H  1.242  -4.000  5.412  0.08
H  0.372  2.312  -3.264  0.06
H  -0.732  -6.181  -3.226  0.10
H  -0.922  5.810  1.520  0.20
H  3.124  -0.214  -3.737  0.11
H  -1.351  4.315  -2.999  0.07
H  -0.429  -5.259  2.278  0.09
H  -3.029  -3.426  -4.340  0.10
H  1.734  1.836  3.535  0.06
H  -0.311  2.507  5.770  0.10
H  -1.601  -5.218  5.796  0.10
H  7.085  -0.083  -1.899  0.13



Entry 3:
Below is a structure of composition C21H37AlBBrF4KN2NaO15P2, with properties calculated with ωB97M-V/def2-TZVPD.

Its HOMO energy is -6.68 eV. Its spin multiplicity is 1. Its frontier orbital gap is 1.754 eV.

Last column: Löwdin charge in e.
CARTESIAN COORDINATES (ANGSTROEM)
Br  -5.842  3.586  0.713  0.65
K  3.735  1.374  1.420  0.93
P  7.035  1.507  -1.913  -0.03
P  -6.130  0.215  -0.446  0.94
Al  2.235  -2.582  -4.228  0.97
Na  2.835  0.415  -5.486  0.54
F  6.773  3.944  5.744  0.02
F  6.820  1.643  6.327  0.03
F  5.365  2.404  4.612  0.00
F  4.928  2.969  6.876  0.02
O  -9.425  -0.684  -4.406  0.04
O  -10.028  0.482  -6.175  0.06
O  4.336  -4.990  0.155  -0.06
O  6.889  2.956  -2.406  -0.14
O  3.111  -2.020  -0.733  -0.06
O  7.638  0.643  -3.032  -0.18
O  3.817  0.345  -1.187  -0.24
O  -2.556  4.432  0.497  -0.03
O  -7.165  0.686  -1.765  -0.36
O  5.653  0.955  -1.528  -0.30
O  7.960  1.475  -0.685  -0.09
O  -5.915  -1.519  -0.347  -0.35
O  -4.494  -4.938  0.865  -0.09
O  6.980  -1.944  2.022  -0.24
O  -3.156  -0.933  -1.516  -0.06
N  2.582  -1.154  4.359  0.12
N  -9.380  0.313  -5.136  -0.42
C  1.311  2.365  -1.145  -0.18
C  -2.761  3.206  -0.023  -0.19
C  1.324  1.250  -3.679  -0.19
C  1.474  2.597  -2.759  -0.15
C  -1.402  2.455  -0.632  -0.06
C  1.315  -0.928  6.825  -0.18
C  -0.186  0.937  5.960  -0.12
C  2.054  -0.091  -3.085  -0.28
C  -8.461  1.411  -4.732  0.04
C  3.615  0.107  -2.625  -0.16
C  4.455  -0.891  1.116  -0.13
C  -4.261  2.516  0.004  -0.46
C  0.016  3.281  -0.628  -0.13
C  -1.593  1.063  -1.158  0.06
C  3.739  -0.891  -0.395  -0.26
C  -3.081  0.343  -1.088  -0.21
C  2.007  -1.052  5.477  -0.13
C  -4.121  -4.719  -1.500  -0.10
C  -4.965  -5.347  -0.410  -0.33
C  -0.119  -0.434  6.626  -0.28
C  -4.428  1.104  -0.498  -0.27
B  5.972  2.740  5.890  -1.04
H  2.463  3.166  -3.021  0.14
H  -8.065  0.247  -1.559  0.09
H  4.164  -0.922  -2.877  0.14
H  -4.158  -3.627  -1.438  0.05
H  4.196  0.933  -3.220  0.16
H  1.168  1.254  -0.808  0.10
H  -3.071  -5.009  -1.387  0.08
H  -4.557  -3.968  0.904  0.08
H  2.311  2.768  -0.644  0.11
H  -0.058  4.294  -1.213  0.14
H  3.667  -0.621  1.966  0.02
H  0.241  0.919  4.953  0.06
H  5.398  -0.196  1.120  0.08
H  -0.679  -1.152  6.016  0.11
H  1.418  -0.467  -2.155  0.14
H  1.310  -1.906  7.318  0.12
H  1.878  -0.233  7.457  0.13
H  1.856  1.497  -4.719  0.06
H  0.581  3.320  -3.082  0.13
H  -6.541  -1.975  -1.000  0.08
H  0.353  1.687  6.550  0.09
H  4.129  -4.539  -0.677  0.01
H  4.733  -2.036  1.311  0.12
H  -4.908  -6.438  -0.462  0.11
H  7.363  -2.784  2.201  -0.10
H  -1.227  1.262  5.865  0.07
H  -7.737  1.549  -5.538  0.10
H  -4.468  -5.028  -2.489  0.07
H  0.203  1.009  -3.934  0.14
H  -9.065  2.309  -4.584  0.11
H  3.639  -4.696  0.761  0.04
H  -0.617  -0.380  7.600  0.11
H  -7.958  1.128  -3.805  0.05
H  0.259  3.541  0.501  0.14
H  -6.015  -5.051  -0.508  0.10
H  1.973  -0.926  -3.905  -0.24
H  -0.687  0.465  -1.644  0.10



Entry 4:
Below is an isolated molecule of C4H8FNOS, with properties calculated with ωB97M-V/def2-TZVPD.

Its HOMO energy is -9.17 eV. Its spin multiplicity is 1. Its frontier orbital gap is 9.857 eV.

Last column: natural (NBO) charge in e.
CARTESIAN COORDINATES (ANGSTROEM)
S  -1.282  0.681  0.224  0.37
F  0.399  -1.428  -1.249  -0.42
O  0.834  -1.000  2.978  -0.57
N  -0.130  -0.461  0.975  -0.78
C  -0.017  -0.332  2.401  0.53
C  -0.249  1.586  -0.978  -0.56
C  0.315  0.689  -2.160  -0.45
C  1.280  -0.397  -1.793  0.03
H  0.864  1.405  -2.930  0.22
H  -0.556  0.131  -2.628  0.24
H  1.839  -0.889  -2.647  0.19
H  1.873  -0.261  -0.913  0.19
H  -0.592  0.414  2.853  0.13
H  0.460  2.185  -0.496  0.21
H  0.110  -1.342  0.609  0.43
H  -0.809  2.267  -1.649  0.25



Entry 5:
Below is a structure of composition C20H21FeN4OS2, with properties calculated with ωB97M-V/def2-TZVPD.

Its total charge is +2. Its HOMO energy (alpha / beta) is -14.04 / -14.03 eV. Its spin multiplicity is 2. Its frontier orbital gap (alpha / beta) is 6.401 / 6.775 eV. The expectation value of S² is 0.95.

Last column: natural (NBO) charge in e.
CARTESIAN COORDINATES (ANGSTROEM)
Fe  -0.033  -0.603  0.483  1.16
S  -0.203  -2.683  1.106  -0.10
S  1.231  -3.439  -1.505  -0.06
O  -0.385  -4.886  -0.029  -0.48
N  -1.885  -0.392  -0.255  -0.54
N  -0.025  0.180  2.298  -0.47
N  1.843  -0.502  -0.152  -0.52
N  0.076  1.373  -0.017  -0.41
C  -0.153  -6.006  -0.914  -0.27
C  -1.283  1.940  -0.153  -0.27
C  -0.248  1.555  4.682  -0.09
C  4.145  -1.079  -0.245  -0.23
C  3.318  0.780  -1.512  -0.23
C  -0.550  0.205  4.617  -0.22
C  0.850  1.362  -1.279  -0.27
C  -3.447  1.160  -1.176  -0.22
C  -4.322  0.120  -1.462  -0.08
C  2.862  -1.278  0.234  0.12
C  -0.435  -0.450  3.406  0.09
C  -2.244  0.871  -0.568  0.22
C  -2.733  -1.397  -0.540  0.10
C  0.179  2.207  3.532  -0.22
C  0.293  1.488  2.362  0.21
C  -3.956  -1.176  -1.138  -0.23
C  4.372  -0.046  -1.134  -0.08
C  0.261  -3.760  -0.249  0.05
C  2.067  0.526  -1.002  0.21
C  0.803  2.058  1.076  -0.27
H  1.103  2.371  -1.610  0.24
H  -5.273  0.322  -1.935  0.26
H  -0.769  -6.807  -0.522  0.22
H  -1.594  2.314  0.825  0.25
H  0.228  0.895  -2.048  0.24
H  -4.606  -2.014  -1.345  0.26
H  0.694  3.142  1.013  0.24
H  2.629  -2.061  0.940  0.24
H  0.899  -6.281  -0.900  0.21
H  0.429  3.260  3.545  0.25
H  -0.672  -1.501  3.314  0.24
H  -3.697  2.183  -1.422  0.25
H  -0.344  2.096  5.614  0.26
H  -0.446  -5.747  -1.930  0.21
H  4.942  -1.730  0.082  0.26
H  5.367  0.137  -1.519  0.26
H  1.864  1.820  0.991  0.25
H  -1.281  2.789  -0.840  0.24
H  -2.406  -2.390  -0.271  0.24
H  3.475  1.612  -2.185  0.25
H  -0.878  -0.345  5.487  0.26